One molecule with the formula C23H27N3O6S2 at a distorted geometry. Source: OMol25; level of theory: the ωB97M-V functional and the def2-TZVPD basis.

- Strongest force on any atom: 1.1 eV/A
- Energy relative to the best compared isomer or geometry (same formula, charge and spin): 28.39 kcal per mole
- Energy: -62714.48828 eV
- Gap between HOMO and LUMO: 8.308 eV
- Net charge: 0
- SMILES: CC[C@H](C)NS(=O)(=O)c1ccc(S(=O)(=O)N(CC(=O)Nc2ccccc2)Cc2ccco2)cc1

Last column: Löwdin charge in e.
Atoms and positions in Å:
C: 0.110667 -1.338973 3.276873  -0.071
H: 0.140638 -2.216975 3.916284  0.072
H: 0.889982 -1.442514 2.525040  0.064
C: 0.343622 -0.063308 4.079060  -0.207
H: 1.338405 -0.097439 4.525705  0.110
H: 0.319127 0.788588 3.396965  0.080
C: -0.673682 0.182521 5.208363  -0.422
N: -2.046653 0.185459 4.755345  -0.099
S: -2.697904 1.509049 4.022145  0.640
O: -2.175137 2.670494 4.671906  -0.274
O: -4.109856 1.288763 3.963070  -0.275
C: -2.074690 1.467386 2.331983  -0.261
C: -1.127247 2.386264 1.921351  -0.039
C: -0.611702 2.299082 0.637427  -0.034
C: -1.058381 1.289850 -0.195440  -0.241
C: -2.034201 0.393075 0.200789  -0.039
C: -2.551279 0.486080 1.483261  -0.050
H: -3.330238 -0.175686 1.828818  0.123
H: -2.390165 -0.343952 -0.501790  0.117
S: -0.287879 1.086921 -1.799519  0.694
O: -1.165383 0.293183 -2.620205  -0.286
O: 0.165653 2.349038 -2.289122  -0.255
N: 1.038694 0.148182 -1.509192  -0.226
C: 0.844417 -1.243146 -1.182497  -0.085
H: 1.422324 -1.515197 -0.294093  0.122
H: -0.216473 -1.404948 -0.984285  0.121
C: 1.277929 -2.143105 -2.358323  -0.443
O: 2.135008 -2.990333 -2.229810  0.074
N: 0.592716 -1.839093 -3.477981  0.140
C: 0.713308 -2.381911 -4.762351  -0.211
C: 1.597256 -3.410318 -5.071970  -0.014
C: 1.655178 -3.894623 -6.366832  -0.083
C: 0.842995 -3.367584 -7.356162  -0.102
C: -0.037327 -2.342923 -7.046677  -0.089
C: -0.104234 -1.850471 -5.758046  -0.024
H: -0.787226 -1.051118 -5.507922  0.112
H: -0.674113 -1.925919 -7.812712  0.102
H: 0.894236 -3.752062 -8.363658  0.098
H: 2.342882 -4.693290 -6.602099  0.103
H: 2.228583 -3.821663 -4.302417  0.098
H: -0.098955 -1.095165 -3.393032  0.095
C: 2.337610 0.744767 -1.272417  -0.088
C: 2.714987 0.771206 0.171836  -0.256
C: 3.400445 -0.125520 0.940166  -0.020
C: 3.433380 0.414731 2.249381  -0.060
C: 2.762099 1.594852 2.180909  -0.121
O: 2.320448 1.817687 0.931819  0.034
H: 2.546809 2.342169 2.918268  0.128
H: 3.898684 -0.016579 3.111280  0.106
H: 3.841462 -1.044032 0.610140  0.118
H: 3.088766 0.180876 -1.834607  0.148
H: 2.270961 1.760229 -1.666038  0.127
H: 0.121795 2.997673 0.269246  0.119
H: -0.816864 3.153629 2.613245  0.122
H: -2.408857 -0.693391 4.427362  0.117
C: -0.526787 -0.816375 6.353988  -0.043
H: -0.727936 -1.828381 6.012427  0.073
H: -1.232622 -0.574190 7.142907  0.083
H: 0.480604 -0.775693 6.758406  0.083
H: -0.515027 1.194875 5.593768  0.135
H: -0.848797 -1.309359 2.763650  0.057

Forces on atoms 1 to 3 (eV/Å):
0.07 0.23 0.17
-0.01 -0.18 0.02
0.04 -0.06 -0.11

---

A 8-piece molecular cluster, C24H34O24 overall at a distorted geometry. Source: OMol25; level of theory: the ωB97M-V functional and the def2-TZVPD basis.

- Strongest force on any atom: 2.9 eV/A
- Energy relative to the best compared isomer or geometry (same formula, charge and spin): 0.93 kcal per mole
- Energy: -74579.03466 eV
- Gap between HOMO and LUMO: 10.853 eV
- Net charge: 0
- SMILES: COC(=O)OC.O=C1OCCO1.O=C1OCCO1.O=C1OCCO1.O=C1OCCO1.O=C1OCCO1.O=C1OCCO1.O=C1OCCO1

Last column: Löwdin charge in e.
Atoms and positions in Å:
C: 1.074141 -2.368046 -4.624209  -0.107
C: 1.165269 -1.030881 -3.900774  -0.082
O: 0.726397 -1.359283 -2.588594  0.067
C: 0.118368 -2.550496 -2.565458  -0.544
O: -0.544702 -3.014093 -1.698024  0.156
O: 0.483052 -3.255786 -3.681005  0.064
H: 1.984367 -2.744708 -5.087311  0.127
H: 0.364502 -2.283056 -5.452556  0.132
H: 0.447801 -0.325361 -4.309779  0.121
H: 2.196408 -0.689679 -3.914292  0.118
C: 0.743649 -3.720993 1.565999  -0.081
C: 2.204657 -3.661427 1.166463  -0.110
O: 2.877967 -3.282655 2.374980  0.074
C: 1.976277 -2.605214 3.121367  -0.573
O: 2.217815 -1.956456 4.082974  0.156
O: 0.701168 -2.835129 2.715515  0.037
H: 0.480368 -4.715021 1.916694  0.136
H: 0.140156 -3.330282 0.750975  0.099
H: 2.504490 -3.004629 0.347799  0.134
H: 2.619084 -4.636941 0.903394  0.133
C: -0.582597 -0.147439 0.494832  -0.112
C: 0.053867 0.242004 1.834277  -0.080
O: 0.713975 1.451863 1.462421  0.092
C: 0.747976 1.613591 0.133160  -0.579
O: 1.281929 2.528556 -0.415597  0.147
O: 0.163986 0.567708 -0.447833  0.069
H: -1.620808 0.183967 0.465121  0.124
H: -0.602557 -1.216883 0.305080  0.103
H: 0.697958 -0.580385 2.140046  0.107
H: -0.668964 0.391190 2.630354  0.097
C: -0.358056 2.285104 -3.725923  -0.122
C: -0.988291 3.237131 -2.732456  -0.117
O: -2.269706 3.533078 -3.287815  0.064
C: -2.527991 2.649884 -4.300130  -0.572
O: -3.521502 2.638430 -4.941243  0.171
O: -1.449338 1.894587 -4.549452  0.065
H: 0.144115 1.454453 -3.238162  0.103
H: 0.358690 2.791552 -4.376343  0.130
H: -0.327926 4.076178 -2.529434  0.133
H: -1.204488 2.729455 -1.791410  0.120
C: 0.818221 0.689671 6.934154  -0.115
C: 0.970655 0.302567 5.463929  -0.111
O: 0.696827 1.537222 4.766855  0.058
C: 0.050632 2.377309 5.625780  -0.558
O: -0.329314 3.441466 5.266395  0.156
O: 0.151180 1.934424 6.888427  0.074
H: 1.784698 0.840202 7.414965  0.133
H: 0.238297 -0.086336 7.428656  0.130
H: 0.251262 -0.490101 5.272917  0.126
H: 1.985750 0.021315 5.224167  0.114
C: -3.032995 3.361945 3.587170  -0.089
C: -4.258662 2.797395 4.352145  -0.094
O: -4.370627 1.540246 3.697676  0.070
C: -3.150503 1.120797 3.329397  -0.571
O: -2.867397 -0.028517 3.126310  0.137
O: -2.337413 2.170794 3.227930  0.056
H: -2.326386 3.881783 4.234908  0.111
H: -3.271070 3.953941 2.704733  0.136
H: -5.052265 3.487559 4.062754  0.128
H: -4.187280 2.809230 5.436515  0.133
C: -4.482727 -2.864458 -0.477375  -0.099
C: -3.328556 -2.124218 0.171811  -0.116
O: -2.908234 -1.232499 -0.859791  0.012
C: -3.931311 -1.072709 -1.737819  -0.573
O: -4.031790 -0.119434 -2.454951  0.167
O: -4.844883 -2.006865 -1.555443  0.084
H: -5.293173 -3.070714 0.217772  0.133
H: -4.185770 -3.795314 -0.970972  0.134
H: -2.506790 -2.766283 0.479402  0.124
H: -3.699354 -1.514173 1.001714  0.127
C: 5.225443 -1.675363 -4.358303  -0.064
O: 4.522506 -0.494883 -4.666176  -0.019
C: 4.646128 0.508756 -3.776896  -0.643
O: 5.108794 0.413518 -2.686548  0.156
O: 4.064227 1.556986 -4.317604  0.004
C: 3.778997 2.679560 -3.496716  -0.025
H: 5.583256 -2.163959 -5.265330  0.095
H: 4.624684 -2.393892 -3.796799  0.093
H: 6.141451 -1.506056 -3.788828  0.097
H: 3.260878 3.428670 -4.093001  0.093
H: 4.728671 3.181641 -3.280321  0.102
H: 3.242436 2.414891 -2.587260  0.094

Forces on atoms 1 to 3 (eV/Å):
-1.05 0.02 -1.31
0.15 -0.62 -0.29
-0.37 0.42 0.87

---

One molecule with the formula C4H5N3 at a distorted geometry. Source: OMol25; level of theory: the ωB97M-V functional and the def2-TZVPD basis.

- Strongest force on any atom: 1.7 eV/A
- Energy relative to the best compared isomer or geometry (same formula, charge and spin): 66.70 kcal per mole
- Energy: -8696.91984 eV
- Gap between HOMO and LUMO: 8.697 eV
- Net charge: 0
- SMILES: N=C=C1CN=CN1

Last column: Löwdin charge in e.
Atoms and positions in Å:
N: 2.796460 -0.847852 -0.175601  0.123
C: 1.630632 -0.589156 0.183074  -0.144
C: 0.393348 -0.209581 0.245699  -0.266
C: -0.850776 -0.934588 -0.243743  -0.153
N: -1.907600 0.083587 -0.198428  0.039
C: -1.373933 1.154885 0.235716  -0.226
N: -0.012666 1.130038 0.475523  0.060
H: 2.613377 -0.495461 -1.141906  0.081
H: -0.709869 -1.298019 -1.271015  0.116
H: -1.118417 -1.798265 0.372695  0.112
H: -1.913983 2.085487 0.392742  0.123
H: 0.455508 1.719969 1.142153  0.136

Forces on atoms 1 to 3 (eV/Å):
-1.31 0.53 -0.59
0.37 -0.23 0.36
-0.21 0.05 -0.12

---

A 2-piece molecular cluster, C3H7NO3S overall at a distorted geometry. Source: OMol25; level of theory: the ωB97M-V functional and the def2-TZVPD basis.

- Strongest force on any atom: 5.7 eV/A
- 2S+1: 2
- Energy relative to the best compared isomer or geometry (same formula, charge and spin): 16.61 kcal per mole
- Energy: -21692.55834 eV
- Gap between HOMO and LUMO (spin up / spin down): 7.175 / 4.772 eV
- Net charge: -1

Last column: Löwdin charge in e.
Atoms and positions in Å:
C: 0.490073 0.840544 0.244020  -0.312
C: 1.338118 0.078938 1.246658  -0.570
S: 1.572845 1.081355 2.877534  0.499
N: 0.609506 0.260452 -1.142062  0.038
C: -0.562976 -0.009119 -1.820837  -0.772
O: -1.665000 -0.011635 -1.248756  -0.078
O: -0.459554 -0.249344 -3.097628  -0.139
H: -0.544981 0.873181 0.628810  0.110
H: 0.863271 1.895888 0.353239  0.088
H: 2.294226 -0.311939 0.858394  0.056
H: 0.809141 -0.903836 1.581304  0.086
H: 1.522313 0.507181 -1.644417  0.156
H: -1.468023 -1.497040 0.843908  -0.057
H: -2.428181 -0.993225 -0.298104  0.059
O: -2.370771 -1.561397 0.617930  -0.166

Forces on atoms 1 to 3 (eV/Å):
0.76 0.65 -0.41
-0.59 -1.55 1.87
-0.08 -1.22 -1.70

---

> Which value of strongest force on any atom does entry 4 give?

5.7 eV/A

---

> Which formula does entry 4 have?

C3H7NO3S